1.
DFT (ωB97M-V/def2-TZVPD) results for a molecular structure, C20H42Br6Cl5P.

Geometry as XYZ:
```
74
Properties=species:S:1:pos:R:3:mulliken_charge:R:1
C -1.097 -1.613 -4.566 -1.1400
C -0.193 -0.482 -4.136 -0.5241
C 0.598 -0.767 -2.850 -0.3854
C -0.305 -0.680 -1.610 0.1287
P 0.420 -1.023 0.006 -0.1253
C 1.671 0.235 0.407 0.0496
C 2.970 0.052 -0.405 -0.7978
C 3.754 1.342 -0.580 -0.5909
C 3.858 2.272 0.627 -0.9013
C -0.867 -1.066 1.310 -0.8892
C -1.919 -2.170 1.099 -0.7301
C -3.242 -1.953 1.799 -0.3938
C -4.111 -3.201 1.728 -1.4338
C 1.082 -2.732 -0.038 -0.9963
C 1.750 -3.143 1.285 -0.7600
C 2.202 -4.604 1.385 -0.3921
C 2.900 -4.778 2.719 -1.3192
H -1.918 -1.767 -3.862 0.2015
H -0.583 -2.569 -4.695 0.3476
H -1.555 -1.381 -5.529 0.3508
H -0.791 0.425 -3.998 0.2491
H 0.442 -0.184 -4.974 0.4100
H 1.392 -0.018 -2.821 0.1061
H 1.100 -1.736 -2.912 0.3026
H -1.088 -1.441 -1.693 0.2449
H -0.772 0.308 -1.548 0.0415
H 1.871 0.184 1.479 0.6042
H 1.123 1.177 0.281 -0.0764
H 2.837 -0.474 -1.351 0.4897
H 3.583 -0.665 0.156 0.3333
H 3.409 1.883 -1.465 0.2077
H 4.785 1.116 -0.877 0.4110
H 4.194 3.270 0.333 0.3522
H 4.633 2.017 1.353 0.3585
H 2.891 2.425 1.108 0.0415
H -1.286 -0.061 1.412 0.5824
H -0.237 -1.260 2.182 0.7397
H -1.495 -3.096 1.515 0.1344
H -2.023 -2.466 0.052 0.4442
H -3.725 -1.097 1.321 0.3164
H -3.144 -1.697 2.856 0.3993
H -5.069 -3.054 2.235 0.4059
H -3.734 -4.037 2.330 0.3601
H -4.239 -3.573 0.712 0.3107
H 1.796 -2.677 -0.861 0.7307
H 0.249 -3.399 -0.261 0.5207
H 1.135 -2.946 2.166 0.2986
H 2.620 -2.488 1.393 0.1314
H 2.874 -4.845 0.557 0.3402
H 1.359 -5.291 1.287 0.3261
H 3.376 -5.754 2.845 0.4062
H 2.176 -4.755 3.540 0.3195
H 3.656 -4.024 2.939 0.3259
Cl -1.389 2.522 -0.082 -0.7284
C -3.951 0.630 -2.122 0.2873
Cl -4.017 -1.069 -1.629 -0.1520
Cl -3.713 0.708 -3.891 -0.1776
H -4.920 1.075 -1.939 0.3848
H -3.126 1.103 -1.595 -0.3664
C 1.338 4.833 0.044 1.0334
Cl 2.378 5.462 1.328 -0.1491
Cl 2.275 4.763 -1.464 -0.1922
H 0.991 3.845 0.334 -0.6048
H 0.482 5.471 -0.144 -0.1680
C -0.478 3.630 3.438 0.4160
Br 0.175 5.423 4.021 -0.0489
Br -1.998 3.093 4.513 -0.0548
Br 0.880 2.253 3.570 -0.0080
H -0.824 3.709 2.411 -0.3153
C -2.631 6.051 -0.380 0.3066
Br -2.510 7.502 0.934 -0.0299
Br -1.490 6.417 -1.909 -0.0168
Br -4.473 5.718 -0.902 -0.0747
H -2.312 5.120 0.079 -0.2085
```

Its spin multiplicity is 1. The calculation puts the highest occupied orbital energy at -8.74 eV. As for the total energy: -513578.32465 eV. For the largest force on an atom, the calculation gives 1.66 eV Å⁻¹.

2.
DFT (ωB97M-V/def2-TZVPD) results for C2H7N in the gas phase.

Geometry as XYZ:
```
10
Properties=species:S:1:pos:R:3:nbo_charge:R:1
C -1.208 -0.223 0.028 -0.4097
N -0.006 0.529 -0.125 -0.6448
C 1.210 -0.196 0.000 -0.4052
H -1.364 -0.764 0.963 0.1641
H -1.417 -0.856 -0.825 0.1930
H -1.985 0.499 -0.050 0.2005
H 0.059 1.409 0.425 0.3626
H 2.104 0.249 -0.557 0.2024
H 1.066 -1.325 -0.428 0.1924
H 1.569 -0.403 1.179 0.1447
```

Its spin multiplicity is 1. The calculation puts the highest occupied orbital energy at -8.59 eV. As for the total energy: -3676.43154 eV. As for the energy relative to the best compared isomer or geometry (same formula, charge and spin): 101.39 kJ/mol. For the largest force on an atom, the calculation gives 4.13 eV Å⁻¹.

3.
DFT (ωB97M-V/def2-TZVPD) results for 12 unconnected molecules or ions with the total composition C77H64N3O25P.

Geometry as XYZ:
```
170
Properties=species:S:1:pos:R:3:mulliken_charge:R:1
C -0.089 4.872 -3.590 -0.6570
C -0.104 3.797 -4.707 -0.4745
O -0.235 2.486 -4.146 0.1275
C 0.918 1.727 -4.192 -0.1292
O 1.966 2.522 -3.652 0.1582
C 1.358 1.318 -5.573 -0.1238
N 1.768 1.021 -6.559 -0.6105
C 0.784 0.521 -3.214 2.2126
C 2.197 0.097 -2.955 -0.5514
N 3.188 -0.290 -2.688 -0.6533
C 0.078 -0.713 -3.811 -2.0752
C -1.475 -0.651 -3.904 0.8960
C -2.021 -0.055 -5.223 -0.4332
C -2.870 1.248 -5.199 -1.0018
C -3.248 1.843 -3.849 -0.5919
N -4.390 1.150 -3.207 -0.3797
P 0.131 1.118 -1.575 1.6563
O 0.794 0.412 -0.455 -0.5913
H -0.584 4.473 -2.701 0.1266
H 0.966 5.042 -3.346 -0.1201
H -0.523 5.799 -3.966 0.5066
H -1.021 3.968 -5.285 0.3982
H 0.735 3.918 -5.397 0.3884
H 2.572 2.803 -4.354 0.0743
H 0.313 -1.560 -3.159 0.7706
H 0.452 -1.003 -4.795 0.3935
H -1.850 -0.212 -2.976 -0.8899
H -1.797 -1.699 -3.883 0.4741
H -1.167 0.109 -5.896 0.4796
H -2.610 -0.837 -5.712 0.0414
H -3.799 1.080 -5.763 0.6520
H -2.341 2.028 -5.760 0.1013
H -2.432 1.809 -3.117 0.1077
H -3.454 2.920 -3.979 0.5219
H -4.748 1.812 -2.526 0.2004
H -5.115 1.084 -3.913 0.1986
H -1.277 1.111 -1.489 -0.4232
H 0.519 2.472 -1.482 -0.7832
O 4.895 -2.664 1.621 -0.6100
C 4.762 -1.481 1.874 0.0583
C 5.686 -0.791 2.802 -0.6194
C 5.550 0.501 3.083 -0.3258
C 4.461 1.310 2.471 0.0926
O 4.336 2.494 2.721 -0.5331
C 3.533 0.617 1.540 -0.4043
C 3.674 -0.678 1.263 -0.0348
H 6.472 -1.396 3.236 0.4867
H 6.219 1.017 3.761 0.7004
H 2.745 1.216 1.101 0.6032
H 3.008 -1.198 0.585 0.6313
O -10.403 -0.580 -0.047 -0.5419
C -9.636 0.033 -0.759 0.1064
C -9.942 1.413 -1.211 -0.4775
C -9.102 2.085 -1.993 -0.4923
C -7.825 1.484 -2.447 0.3601
O -7.058 2.103 -3.159 -0.5553
C -7.517 0.103 -1.996 0.1279
C -8.359 -0.568 -1.213 -0.1887
H -10.878 1.835 -0.869 0.4030
H -9.308 3.093 -2.333 0.4228
H -6.582 -0.323 -2.336 0.3349
H -8.152 -1.575 -0.874 0.4899
O 0.716 -3.021 3.561 -0.4343
C 1.521 -3.572 4.282 -0.0108
C 2.914 -3.815 3.828 -0.4735
C 3.801 -4.415 4.618 -0.3472
C 3.436 -4.865 5.983 0.2514
O 4.246 -5.411 6.704 -0.5720
C 2.044 -4.624 6.435 -0.3792
C 1.154 -4.023 5.648 -0.3732
H 3.163 -3.482 2.830 0.6514
H 4.821 -4.601 4.305 0.4800
H 1.797 -4.961 7.434 0.4626
H 0.133 -3.837 5.964 0.7801
O -1.750 -1.752 1.999 -0.5244
C -2.579 -1.818 1.119 -0.0418
C -3.530 -2.955 1.010 -0.5131
C -4.428 -3.011 0.029 -0.4963
C -4.518 -1.941 -0.996 0.2381
O -5.339 -1.992 -1.895 -0.5294
C -3.572 -0.807 -0.888 0.8345
C -2.674 -0.753 0.096 -0.1722
H -3.448 -3.727 1.766 0.4675
H -5.128 -3.831 -0.069 0.4571
H -3.651 -0.034 -1.646 0.0374
H -1.972 0.065 0.196 0.5621
O 1.306 -3.146 -4.890 -0.5060
C 2.078 -3.593 -5.713 0.4016
C 1.674 -3.771 -7.129 -0.3464
C 2.520 -4.261 -8.030 -0.3825
C 3.903 -4.649 -7.657 0.3262
O 4.674 -5.095 -8.480 -0.5549
C 4.305 -4.470 -6.241 -0.3980
C 3.459 -3.979 -5.340 -0.3768
H 0.662 -3.481 -7.381 0.5202
H 2.245 -4.400 -9.068 0.4063
H 5.317 -4.759 -5.987 0.4066
H 3.733 -3.840 -4.302 0.4611
O 4.134 6.608 1.677 -0.5863
C 3.129 6.054 1.295 0.2829
C 3.138 5.190 0.091 -0.5628
C 2.034 4.583 -0.330 0.0306
C 0.747 4.745 0.390 0.2740
O -0.261 4.188 0.012 -0.5245
C 0.738 5.609 1.593 -0.5379
C 1.842 6.216 2.012 -0.5156
H 4.088 5.083 -0.419 0.5571
H 2.022 3.946 -1.207 0.6998
H -0.211 5.714 2.104 0.4496
H 1.857 6.850 2.889 0.4468
O -4.098 -0.031 9.429 -0.5822
C -3.545 -0.951 8.863 0.3309
C -4.308 -2.124 8.373 -0.1621
C -3.700 -3.133 7.755 -0.5043
C -2.235 -3.127 7.530 0.5385
O -1.681 -4.047 6.964 -0.6013
C -1.471 -1.954 8.020 -0.3187
C -2.079 -0.945 8.638 -0.5163
H -5.376 -2.111 8.545 0.3729
H -4.240 -3.998 7.391 0.4810
H -0.402 -1.968 7.847 0.4666
H -1.539 -0.081 9.003 0.4669
O 8.250 6.150 -4.044 -0.5342
C 7.254 5.569 -4.412 0.2604
C 7.263 4.713 -5.624 -0.4437
C 6.167 4.077 -6.028 -0.4211
C 4.893 4.194 -5.283 0.3239
O 3.893 3.609 -5.655 -0.5432
C 4.881 5.048 -4.072 -0.1269
C 5.975 5.685 -3.666 -0.3920
H 8.204 4.639 -6.154 0.4103
H 6.153 3.449 -6.909 0.4398
H 3.938 5.121 -3.542 0.4185
H 5.988 6.313 -2.784 0.4899
O 10.077 5.606 1.232 -0.5514
C 9.413 4.920 1.979 0.3579
C 10.022 3.803 2.742 -0.4385
C 9.294 3.049 3.559 -0.3499
C 7.842 3.292 3.744 0.3227
O 7.181 2.601 4.494 -0.6175
C 7.232 4.406 2.983 -0.2654
C 7.962 5.163 2.164 -0.3553
H 11.083 3.641 2.595 0.4037
H 9.720 2.229 4.124 0.4366
H 6.172 4.566 3.131 0.4937
H 7.536 5.982 1.599 0.5195
O -3.093 -2.730 -5.992 -0.4198
C -4.097 -3.335 -6.311 0.1690
C -4.122 -4.216 -7.502 -0.3697
C -5.224 -4.875 -7.849 -0.4400
C -6.474 -4.757 -7.056 0.2427
O -7.477 -5.360 -7.372 -0.5497
C -6.447 -3.875 -5.864 -0.4338
C -5.344 -3.216 -5.518 -0.3022
H -3.201 -4.290 -8.067 0.4283
H -5.263 -5.523 -8.715 0.4097
H -7.367 -3.801 -5.298 0.4637
H -5.304 -2.568 -4.649 0.6549
O -1.994 -3.326 14.713 -0.5393
C -2.865 -3.426 13.877 0.3096
C -3.805 -4.575 13.878 -0.3922
C -4.761 -4.686 12.959 -0.3682
C -4.928 -3.665 11.896 0.2473
O -5.800 -3.765 11.058 -0.5354
C -3.990 -2.518 11.895 -0.2262
C -3.034 -2.406 12.813 -0.3054
H -3.668 -5.309 14.662 0.4048
H -5.455 -5.516 12.942 0.4114
H -4.126 -1.784 11.113 0.5184
H -2.340 -1.575 12.829 0.4558
```

Its spin multiplicity is 1. The calculation puts the highest occupied orbital energy at -9.42 eV. As for the total energy: -145819.07589 eV. For the largest force on an atom, the calculation gives 8.10 eV Å⁻¹.